{
  "formula": "C56H99FN10O7P",
  "method": "ωB97M-V/def2-TZVPD",
  "homo_ev": -10.9,
  "charge": 1,
  "lumo_ev": -3.63,
  "orbital_gap_ev": 7.225,
  "multiplicity": 1,
  "mol_weight_g_mol": 1074.443,
  "elements": ["C", "C", "C", "C", "N", "C", "C", "C", "C", "C", "C", "N", "C", "C", "O", "O", "C", "C", "C", "C", "F", "C", "C", "C", "C", "P", "O", "O", "C", "C", "O", "C", "C", "N", "C", "C", "C", "C", "O", "O", "H", "H", "H", "H", "H", "H", "H", "H", "H", "H", "H", "H", "H", "H", "H", "H", "H", "H", "H", "H", "H", "H", "H", "H", "H", "H", "H", "H", "H", "H", "H", "H", "H", "H", "H", "H", "H", "H", "H", "H", "H", "H", "H", "H", "H", "H", "H", "H", "H", "H", "C", "C", "C", "C", "N", "H", "H", "H", "H", "H", "H", "H", "C", "C", "C", "C", "N", "H", "H", "H", "H", "H", "H", "H", "C", "C", "C", "C", "N", "H", "H", "H", "H", "H", "H", "H", "C", "C", "C", "C", "N", "H", "H", "H", "H", "H", "H", "H", "C", "C", "C", "C", "N", "H", "H", "H", "H", "H", "H", "H", "C", "C", "C", "C", "N", "H", "H", "H", "H", "H", "H", "H", "C", "C", "C", "C", "N", "H", "H", "H", "H", "H", "H", "H"],
  "xyz": [[-1.104, -5.756, 2.343], [-0.939, -4.175, 2.188], [-2.190, -3.460, 2.821], [-2.130, -1.890, 2.658], [-2.254, -1.598, 1.203], [-2.433, -0.219, 0.920], [-3.836, 0.258, 0.846], [-5.013, -0.727, 1.113], [-5.378, -1.615, -0.151], [-6.948, -1.683, -0.453], [-7.187, -1.320, -1.991], [-8.559, -1.626, -2.438], [-4.113, 1.654, 0.551], [-5.576, 2.210, 0.491], [-5.993, 2.950, 1.329], [-6.395, 1.836, -0.595], [-2.959, 2.572, 0.298], [-3.317, 4.051, -0.022], [-4.102, 4.262, -1.390], [-3.793, 3.189, -2.490], [-4.704, 3.440, -3.570], [-1.614, 2.031, 0.400], [-0.402, 3.003, 0.148], [0.080, 2.800, -1.380], [1.644, 2.651, -1.414], [2.310, 2.240, -3.112], [2.159, 3.494, -3.919], [3.928, 1.867, -3.137], [4.419, 1.244, -1.924], [4.007, -0.286, -1.774], [1.428, 1.070, -3.908], [0.896, 0.038, -3.050], [1.148, -1.352, -3.803], [-1.385, 0.682, 0.716], [0.029, 0.213, 0.834], [0.536, 0.582, 2.310], [1.986, 1.195, 2.348], [3.119, 0.140, 2.545], [3.610, -0.424, 1.592], [3.564, -0.090, 3.821], [-0.508, -6.144, 3.213], [-2.170, -6.059, 2.505], [-0.750, -6.255, 1.398], [-0.792, -3.965, 1.094], [0.012, -3.913, 2.720], [-2.275, -3.720, 3.912], [-3.094, -3.872, 2.282], [-1.208, -1.477, 3.142], [-3.039, -1.440, 3.156], [-1.513, -2.027, 0.645], [-5.930, -0.149, 1.428], [-4.736, -1.414, 1.958], [-5.050, -2.672, 0.042], [-4.887, -1.210, -1.077], [-7.492, -0.912, 0.157], [-7.318, -2.717, -0.217], [-6.421, -1.882, -2.602], [-6.972, -0.219, -2.090], [-9.204, -0.997, -1.947], [-8.805, -2.580, -2.166], [-6.226, 2.539, -1.259], [-2.455, 4.759, -0.010], [-4.011, 4.396, 0.798], [-3.758, 5.251, -1.805], [-5.204, 4.390, -1.182], [-3.998, 2.137, -2.166], [-2.768, 3.323, -2.932], [0.473, 2.761, 0.812], [-0.661, 4.068, 0.354], [-0.479, 1.911, -1.767], [-0.300, 3.694, -1.936], [2.065, 1.960, -0.636], [2.066, 3.670, -1.169], [4.218, 1.827, -0.984], [5.540, 1.229, -2.027], [3.808, -0.772, -2.766], [3.196, -0.442, -1.019], [4.916, -0.815, -1.360], [-0.229, 0.096, -2.932], [1.313, 0.024, -2.010], [1.367, -2.189, -3.097], [0.244, -1.516, -4.444], [2.005, -1.205, -4.522], [0.108, -0.901, 0.757], [0.684, 0.641, 0.040], [-0.172, 1.335, 2.751], [0.469, -0.342, 2.937], [2.036, 1.904, 3.227], [2.265, 1.802, 1.450], [4.034, -0.948, 3.862], [-3.631, -1.860, 7.674], [-2.343, -2.117, 8.445], [-1.094, -1.625, 7.709], [-0.870, -2.351, 6.457], [-0.696, -2.917, 5.472], [-3.645, -2.401, 6.724], [-4.491, -2.193, 8.257], [-3.755, -0.794, 7.465], [-2.258, -3.186, 8.657], [-2.404, -1.605, 9.408], [-0.223, -1.759, 8.355], [-1.177, -0.554, 7.507], [8.913, 3.004, -5.836], [7.492, 3.347, -5.410], [7.359, 3.596, -3.906], [7.646, 2.396, -3.117], [7.874, 1.455, -2.497], [9.256, 2.073, -5.377], [8.961, 2.877, -6.919], [9.605, 3.801, -5.559], [6.817, 2.544, -5.719], [7.176, 4.249, -5.940], [6.338, 3.924, -3.689], [8.025, 4.407, -3.601], [-6.538, 8.051, -1.186], [-7.155, 7.144, -0.128], [-6.741, 7.513, 1.299], [-5.305, 7.333, 1.523], [-4.177, 7.197, 1.699], [-5.448, 7.975, -1.193], [-6.896, 7.771, -2.178], [-6.809, 9.095, -1.011], [-6.885, 6.105, -0.341], [-8.244, 7.210, -0.202], [-7.290, 6.882, 2.002], [-7.023, 8.546, 1.514], [11.707, 5.972, -2.341], [12.835, 5.904, -3.364], [12.571, 6.756, -4.608], [11.417, 6.278, -5.373], [10.509, 5.906, -5.971], [10.774, 5.576, -2.747], [11.962, 5.381, -1.459], [11.533, 7.002, -2.019], [13.000, 4.862, -3.650], [13.756, 6.254, -2.892], [13.455, 6.730, -5.250], [12.418, 7.799, -4.321], [-4.544, -6.513, 6.590], [-3.863, -6.866, 7.907], [-4.791, -6.740, 9.117], [-5.224, -5.359, 9.342], [-5.569, -4.277, 9.516], [-4.869, -5.470, 6.574], [-3.852, -6.658, 5.757], [-5.416, -7.148, 6.418], [-2.983, -6.230, 8.040], [-3.504, -7.897, 7.850], [-4.265, -7.093, 10.007], [-5.664, -7.385, 8.989], [-2.311, -4.917, -4.559], [-0.801, -5.099, -4.662], [-0.201, -5.843, -3.466], [-0.347, -5.090, -2.216], [-0.463, -4.500, -1.235], [-2.583, -4.304, -3.696], [-2.692, -4.419, -5.452], [-2.816, -5.882, -4.468], [-0.326, -4.121, -4.772], [-0.579, -5.666, -5.570], [0.862, -6.015, -3.654], [-0.669, -6.825, -3.365], [4.557, -4.673, -0.910], [5.684, -4.791, -1.930], [5.450, -3.945, -3.184], [4.280, -4.387, -3.944], [3.345, -4.711, -4.527], [3.611, -5.043, -1.314], [4.790, -5.261, -0.021], [4.417, -3.633, -0.602], [5.815, -5.841, -2.204], [6.616, -4.465, -1.461], [6.336, -4.009, -3.822], [5.332, -2.894, -2.909]],
  "lowdin_charge": [-0.109, -0.259, -0.211, -0.186, 0.030, -0.118, -0.027, -0.119, -0.172, -0.186, -0.294, -0.024, 0.044, -0.429, 0.176, 0.064, -0.050, -0.116, -0.139, -0.158, -0.087, -0.081, -0.082, -0.178, -0.215, 0.609, -0.301, -0.209, -0.261, -0.073, -0.202, -0.300, -0.066, 0.056, -0.073, -0.115, -0.084, -0.477, 0.089, 0.095, 0.073, 0.066, 0.063, 0.042, 0.097, 0.081, 0.117, 0.087, 0.122, 0.108, 0.119, 0.107, 0.110, 0.107, 0.102, 0.108, 0.114, 0.100, 0.069, 0.063, 0.106, 0.108, 0.111, 0.130, 0.103, 0.114, 0.130, 0.093, 0.116, 0.090, 0.126, 0.049, 0.129, 0.112, 0.079, 0.078, 0.050, 0.085, 0.113, 0.070, 0.069, 0.074, 0.088, 0.134, 0.094, 0.129, 0.108, 0.136, 0.101, 0.139, -0.110, -0.257, -0.184, -0.193, 0.178, 0.064, 0.047, 0.076, 0.106, 0.114, 0.121, 0.122, -0.117, -0.255, -0.180, -0.230, 0.144, 0.071, 0.077, 0.023, 0.111, 0.112, 0.116, 0.116, -0.106, -0.262, -0.185, -0.227, 0.146, 0.068, 0.076, 0.080, 0.092, 0.113, 0.120, 0.125, -0.109, -0.263, -0.188, -0.210, 0.159, 0.061, 0.074, 0.078, 0.113, 0.109, 0.120, 0.122, -0.108, -0.263, -0.189, -0.221, 0.154, 0.067, 0.068, 0.078, 0.106, 0.110, 0.120, 0.123, -0.109, -0.257, -0.181, -0.207, 0.157, 0.066, 0.074, 0.077, 0.096, 0.115, 0.102, 0.124, -0.105, -0.256, -0.183, -0.224, 0.151, 0.066, 0.074, 0.067, 0.114, 0.111, 0.124, 0.101]
}